Record 1
Entry from the OMol25 dataset: a single C21H23N3O5S molecule in a non-equilibrium geometry (ωB97M-V/def2-TZVPD).

## Properties
Net charge: 0
HOMO, eV: -8.9
Orbital gap, eV: 9.168
Energy above the lowest of the compared OMol25 structures with the same formula, charge and spin, kJ/mol: 305.8
E_LUMO, eV: 0.314
SMILES: Cc1noc(C)c1COc1ccccc1C(=O)NCCc1ccc(S(N)(=O)=O)cc1

Structure (XYZ):
```
53
Properties=species:S:1:pos:R:3:forces:R:3:mulliken_charge:R:1
C -2.4777 2.5193 -1.7478 -0.1 0.0 0.0 -1.027
C -2.5520 2.3876 -0.2724 0.0 0.0 0.6 0.305
N -3.6807 2.5029 0.3722 -0.4 0.1 -1.2 -0.829
O -3.4126 2.3771 1.6956 0.4 -0.1 0.8 -0.170
C -2.0960 2.1771 1.8741 0.5 0.0 -0.7 -0.310
C -1.5974 2.0846 3.2656 -0.1 0.1 -0.1 -1.113
C -1.4817 2.1661 0.6483 -0.2 -0.1 0.6 1.310
C -0.0490 1.9525 0.2945 -0.2 0.4 0.3 -0.941
O -0.0054 0.8436 -0.5982 0.1 -0.2 -0.3 0.875
C 1.0565 0.6888 -1.4461 0.1 0.1 -0.3 1.398
C 2.2629 1.3498 -1.2404 -0.1 0.1 0.2 -1.344
C 3.3184 1.1925 -2.1196 -0.1 0.0 -0.1 -0.766
C 3.1892 0.3695 -3.2242 0.1 0.0 0.0 -0.741
C 2.0047 -0.3103 -3.4178 -0.1 0.0 0.0 -0.851
C 0.9219 -0.1745 -2.5507 0.3 0.1 0.1 0.429
C -0.2461 -1.0583 -2.8589 -0.4 0.3 0.1 0.096
O -0.1848 -1.9047 -3.7336 0.0 -0.3 -0.1 -0.712
N -1.3752 -0.8658 -2.1274 -0.1 0.1 0.0 0.049
C -2.3864 -1.8950 -2.0496 0.0 -0.2 -0.3 -0.930
C -1.9044 -3.1166 -1.2189 0.0 0.1 -0.1 -1.218
C -0.9619 -2.6274 -0.1605 0.0 -0.2 0.1 0.000
C 0.4108 -2.6658 -0.3948 0.0 0.0 0.2 -0.385
C 1.2860 -2.0096 0.4508 0.0 -0.1 -0.1 -0.715
C 0.7809 -1.3353 1.5430 0.3 0.4 0.3 0.671
S 1.9022 -0.3893 2.5355 0.3 -0.4 0.7 1.318
N 2.6350 -1.5724 3.4758 -0.3 0.5 -0.5 -0.566
O 2.9119 0.1970 1.7034 0.1 -0.3 -0.2 -0.654
O 1.1521 0.4830 3.4030 -0.1 -0.4 0.0 -0.793
C -0.5682 -1.3344 1.8326 -0.1 0.1 0.1 -0.295
C -1.4410 -1.9783 0.9739 0.1 -0.1 0.0 -0.584
H -1.7325 3.2667 -2.0157 0.0 0.1 -0.1 0.313
H -2.1896 1.5762 -2.2084 0.0 0.0 -0.1 0.139
H -3.4486 2.8220 -2.1287 0.0 0.0 -0.1 0.404
H -1.4947 3.0863 3.6833 0.0 0.0 0.1 0.373
H -2.3164 1.5425 3.8759 0.0 -0.1 0.1 0.368
H -0.6279 1.5954 3.3053 -0.1 0.0 0.0 0.122
H 0.5473 1.7476 1.1917 0.0 0.1 -0.2 0.362
H 0.3457 2.8455 -0.2086 0.1 -0.2 0.0 0.670
H 2.3968 1.9633 -0.3649 0.0 0.1 0.1 0.348
H 4.2442 1.7143 -1.9301 0.1 0.1 0.0 0.444
H 4.0070 0.2484 -3.9177 0.1 0.0 -0.1 0.404
H 1.8791 -0.9815 -4.2545 0.0 0.0 0.0 0.518
H -1.2871 -0.2741 -1.3142 0.1 0.0 -0.1 -0.041
H -2.6243 -2.2198 -3.0642 -0.1 0.0 0.1 0.463
H -3.2722 -1.4489 -1.5945 0.0 0.0 0.0 0.469
H -2.7693 -3.6199 -0.7872 0.0 -0.1 0.0 0.482
H -1.3838 -3.8074 -1.8810 0.0 0.0 0.0 0.335
H 0.7878 -3.1766 -1.2680 0.0 0.0 -0.1 0.351
H 2.3456 -1.9757 0.2558 0.1 -0.1 -0.1 0.377
H 3.6377 -1.5533 3.3881 0.2 0.1 -0.1 0.278
H 2.3473 -1.5200 4.4390 -0.2 0.1 0.2 0.271
H -0.9189 -0.8016 2.7013 -0.1 0.1 0.1 0.629
H -2.5034 -1.9521 1.1669 -0.1 0.0 0.0 0.416
```
Forces are in eV/Å.

=====

Record 2
Entry from the OMol25 dataset: a single C21H23N3O5S molecule (ωB97M-V/def2-TZVPD).

## Properties
Net charge: 0
HOMO, eV: -8.4
Orbital gap, eV: 8.159
Energy above the lowest of the compared OMol25 structures with the same formula, charge and spin, kJ/mol: 177.1
E_LUMO, eV: -0.235
SMILES: COc1ccccc1Cn1c(=S)[nH]c2cc(C(=O)NCC(OC)OC)ccc2c1=O

Structure (XYZ):
```
53
Properties=species:S:1:pos:R:3:forces:R:3:mulliken_charge:R:1
C 5.9915 -4.7146 -1.8047 0.2 0.0 0.0 -0.978
O 4.6063 -4.5030 -1.6816 -0.3 0.1 0.1 -0.373
C 4.0714 -4.3910 -0.4343 -0.2 0.0 0.2 0.609
C 4.7790 -4.5854 0.7457 0.2 0.0 -0.3 -0.528
C 4.1417 -4.4709 1.9699 -0.1 0.0 0.1 -0.651
C 2.7962 -4.1668 2.0336 0.0 0.0 0.1 -0.940
C 2.0883 -3.9666 0.8603 0.1 0.0 -0.1 -0.054
C 2.7077 -4.0684 -0.3723 0.1 0.0 -0.1 0.871
C 1.9495 -3.8327 -1.6523 0.5 -0.3 -0.2 -1.692
N 1.0013 -2.7366 -1.5200 -0.1 0.0 0.0 0.134
C -0.3334 -3.0013 -1.4234 -0.6 -0.1 0.0 0.217
S -0.9915 -4.5117 -1.4684 -0.3 -0.4 0.0 -0.346
N -1.1746 -1.9383 -1.2814 0.0 -0.1 0.0 -0.072
C -0.7686 -0.6299 -1.2207 0.6 0.5 0.0 0.217
C -1.6820 0.4118 -1.0722 0.1 0.1 0.0 -0.868
C -1.2265 1.7203 -1.0273 0.3 -0.3 -0.1 0.798
C -2.1617 2.8814 -0.9091 -0.2 -0.2 0.1 0.312
O -1.9637 3.9297 -1.4887 0.2 0.1 -0.1 -0.647
N -3.2512 2.6563 -0.1321 -0.2 -0.1 0.2 -0.070
C -4.1769 3.7066 0.2021 -0.1 0.5 0.3 -1.113
C -3.9582 4.2293 1.6386 -0.1 -0.4 -0.1 0.359
O -4.9468 5.1922 1.8633 0.1 -0.1 -0.3 -0.370
C -5.0546 5.5987 3.2131 0.1 0.0 0.1 -0.747
O -2.6647 4.6933 1.8831 0.0 -0.1 0.1 -0.399
C -2.2558 5.8167 1.1107 0.0 0.1 -0.1 -0.648
C 0.1392 1.9929 -1.1385 0.0 0.0 0.0 -0.921
C 1.0446 0.9632 -1.2681 -0.1 -0.1 0.0 -0.842
C 0.6014 -0.3574 -1.3095 -0.4 0.2 0.0 0.308
C 1.5603 -1.4592 -1.4596 0.1 0.3 0.0 0.766
O 2.7577 -1.3075 -1.5372 0.0 0.0 0.0 -0.667
H 6.1942 -4.7098 -2.8747 0.0 0.0 0.1 0.252
H 6.2901 -5.6814 -1.3863 0.0 0.1 0.0 0.355
H 6.5639 -3.9149 -1.3249 0.0 0.0 0.0 0.397
H 5.8300 -4.8261 0.7229 0.1 0.0 0.0 0.403
H 4.7077 -4.6245 2.8766 0.1 0.0 0.1 0.372
H 2.2979 -4.0841 2.9872 0.0 0.0 0.1 0.380
H 1.0345 -3.7314 0.9074 -0.1 0.0 0.0 0.328
H 1.3915 -4.7270 -1.9407 0.1 0.2 0.0 0.529
H 2.6617 -3.5750 -2.4391 -0.2 0.0 0.1 0.410
H -2.1592 -2.1660 -1.2292 0.2 -0.1 0.0 0.311
H -2.7378 0.1862 -1.0293 -0.1 0.0 0.0 0.510
H -3.2676 1.8352 0.4523 0.1 0.0 -0.1 0.284
H -4.0306 4.5210 -0.5086 -0.1 -0.1 0.0 0.391
H -5.2053 3.3455 0.1280 0.1 0.1 0.0 0.337
H -4.0679 3.3918 2.3545 0.0 0.2 -0.1 0.379
H -5.3703 4.7601 3.8442 0.0 0.0 0.0 0.304
H -5.8091 6.3814 3.2337 0.0 0.0 0.1 0.272
H -4.1037 5.9873 3.5879 -0.1 0.0 0.0 0.309
H -1.3902 6.2275 1.6263 0.0 0.1 0.0 0.258
H -3.0503 6.5651 1.0660 0.1 0.0 0.0 0.306
H -1.9721 5.5197 0.0977 0.0 0.1 0.1 0.259
H 0.4619 3.0217 -1.1230 0.0 0.1 0.0 0.491
H 2.1048 1.1466 -1.3479 0.1 0.0 0.0 0.496
```
Forces are in eV/Å.

=====

- Look up the orbital gap of the second one.
  8.159 eV